C26H24Cl5IrNOP2 | wB97M-V/def2-TZVPD

The geometry in ORCA input format:
```
! RIJCOSX wB97M-V def2-TZVPD def2/J DEFGRID3
* xyz 2 6
C -1.6267 2.8150 -3.8605
C -1.2768 1.6165 -3.2415
C 0.0802 1.2669 -3.3914
C 1.1229 2.2937 -3.6384
C 0.6863 3.5430 -4.1216
C -0.6697 3.7223 -4.3358
C 2.4917 1.9793 -3.5221
C 2.7059 0.6165 -3.2232
C 1.6075 -0.3439 -3.0339
C 1.8570 -1.6974 -2.6945
C 3.1336 -2.1963 -2.9402
C 4.1511 -1.3160 -3.3278
C 3.9997 0.0631 -3.3007
H -2.6963 3.0439 -3.9124
H 1.4529 4.3159 -4.2428
H -1.0063 4.6473 -4.7864
H 3.1855 2.7722 -3.2035
H 3.2958 -3.2747 -2.8483
H 5.1326 -1.7361 -3.4464
H 4.7996 0.7893 -3.4269
N 0.3614 -0.0297 -3.3775
Ir 0.0228 0.2095 0.3364
C -2.3044 0.8093 -2.4699
H -2.3567 -0.2074 -2.8393
H -3.2839 1.3139 -2.5375
C 0.7794 -2.5743 -2.1307
H -0.1333 -2.5976 -2.7251
H 1.1315 -3.6105 -1.9479
P -2.0152 0.6693 -0.6046
P 0.1687 -1.9303 -0.4124
C 1.3384 -2.8984 0.6759
H 1.2047 -2.5574 1.7217
H 1.1370 -3.9891 0.6261
H 2.3745 -2.6931 0.3534
C -1.3621 -2.9557 -0.2173
H -1.1264 -4.0266 -0.0745
H -1.9170 -2.5928 0.6594
H -1.9848 -2.8465 -1.1153
C -2.6977 2.2467 0.0189
H -3.7361 2.3995 -0.3366
H -2.6729 2.2366 1.1298
H -2.0491 3.0703 -0.3436
C -3.3531 -0.4434 -0.0428
H -3.1749 -0.7572 0.9918
H -4.3282 0.0631 -0.0548
H -3.4396 -1.3432 -0.6623
C -0.2895 0.1249 2.1449
O -0.5807 0.0544 3.2751
H 0.9724 1.0752 -0.5785
Cl 2.9242 -0.2491 1.7885
C 2.8192 1.3639 1.2211
C 1.6910 1.8094 0.5127
C 1.5444 3.1877 0.2794
Cl 0.0588 3.8903 -0.2441
C 2.6388 4.0438 0.4475
Cl 2.5629 5.6745 -0.0928
C 3.8134 3.5408 1.0766
Cl 5.1309 4.5894 1.3044
C 3.9082 2.2022 1.5165
Cl 5.3465 1.6036 2.2363
*
```

Calculated total energy = -114896.908 eV
Energy above the lowest of the compared OMol25 structures with the same formula, charge and spin = 3.6 kcal per mole
Lowest unoccupied orbital energy (alpha / beta) = -6.66 / -10.65 eV
Expectation value of S² = 8.8138
Orbital gap (alpha / beta) = 4.46 / 2.90 eV